[1]
Computed, not measured: CH2INO as an isolated structure, with ωB97M-V/def2-TZVPD.

Output
Highest occupied orbital energy (spin up / spin down): -9.694 / -9.798 eV
Total charge: 0
Lowest unoccupied orbital energy (spin up / spin down): -4.07 / -4.05 eV
Energy above the lowest of the compared OMol25 structures with the same formula, charge and spin: 99.92 kcal/mol
DFT total energy: -466.85436 hartree

```
6
Properties=species:S:1:pos:R:3:forces:R:3
C 0.5234 -0.1314 0.0135 0.407 0.592 -1.690
N 0.2568 0.9498 -0.6150 -0.243 0.056 1.010
O -0.3321 -1.0525 0.3808 -0.674 -0.196 0.819
I -3.0275 -0.9227 0.9450 2.498 0.263 -0.709
H 1.6397 -0.5332 0.1030 -2.030 0.505 0.327
H 0.9397 1.6900 -0.8273 0.043 -1.220 0.244
```
Forces are in eV/Å.

---

[2]
Computed, not measured: a 2-piece molecular cluster, CH2INO2 overall, with ωB97M-V/def2-TZVPD.

Output
Highest occupied orbital energy (spin up / spin down): -8.512 / -9.261 eV
Total charge: 0
Lowest unoccupied orbital energy (spin up / spin down): 0.00 / -1.25 eV
Energy above the lowest of the compared OMol25 structures with the same formula, charge and spin: 98.02 kcal/mol
DFT total energy: -542.07026 hartree

```
7
Properties=species:S:1:pos:R:3:forces:R:3
C -0.9356 1.0687 -0.3787 -2.230 -0.713 0.332
N -0.1961 -1.2636 0.4632 0.423 -0.505 -2.429
O -2.0077 1.4557 -0.5990 1.053 -0.302 0.166
O 1.1405 -1.1096 0.5499 1.591 0.149 -2.851
I 0.9564 1.8282 -0.8667 1.406 0.832 -0.511
H -0.5105 -0.7982 1.2646 -0.609 0.648 2.086
H 1.5530 -1.1810 -0.4333 -1.635 -0.109 3.206
```
Forces are in eV/Å.

---

[3]
Computed, not measured: a 2-piece molecular cluster, CH2IO3P overall, with ωB97M-V/def2-TZVPD.

Output
Highest occupied orbital energy: -0.064 eV
Total charge: -2
Lowest unoccupied orbital energy: 5.25 eV
Energy above the lowest of the compared OMol25 structures with the same formula, charge and spin: 2.85 kcal/mol
DFT total energy: -904.11480 hartree

```
8
Properties=species:S:1:pos:R:3:forces:R:3
C 0.8937 -0.9553 -0.3864 0.589 0.131 -0.718
O -3.9545 0.5519 -1.4956 -0.048 0.154 -0.516
O -5.2035 -1.0820 0.0085 -1.000 -1.237 0.178
O -3.8317 0.8044 1.0440 -0.105 0.086 0.232
P -4.3307 0.0804 -0.1485 0.907 1.049 0.116
I 2.9343 0.1574 -0.0249 0.092 0.280 -0.316
H 0.1714 -0.1006 -0.4904 0.647 -0.495 0.730
H 1.0405 -1.3056 0.6367 -1.082 0.032 0.293
```
Forces are in eV/Å.

---

[4]
Computed, not measured: a 2-piece molecular cluster, CH2IO3S overall, with ωB97M-V/def2-TZVPD.

Output
Highest occupied orbital energy (spin up / spin down): -3.738 / -5.323 eV
Total charge: -1
Lowest unoccupied orbital energy (spin up / spin down): 2.34 / 2.66 eV
Energy above the lowest of the compared OMol25 structures with the same formula, charge and spin: 80.79 kcal/mol
DFT total energy: -960.85558 hartree

```
8
Properties=species:S:1:pos:R:3:forces:R:3
C -0.8685 0.3642 -1.1140 -4.756 3.042 -1.525
O 3.8211 1.1446 1.0494 -0.944 0.570 -0.793
O 3.2457 2.1448 -1.1492 -0.021 -0.012 -0.581
O 1.4343 1.2146 0.3000 0.946 0.394 -0.222
S 2.7933 1.8387 0.2046 0.084 -0.921 1.627
I -2.4411 1.1038 0.1821 0.773 -0.607 -0.812
H -0.5619 1.1789 -1.7319 -0.089 0.202 -0.777
H -0.1433 0.0114 -0.5779 4.007 -2.667 3.083
```
Forces are in eV/Å.

---

[5]
Computed, not measured: CH2IOP as an isolated structure, with ωB97M-V/def2-TZVPD.

Output
Highest occupied orbital energy: -9.023 eV
Total charge: 0
Lowest unoccupied orbital energy: -0.86 eV
Energy above the lowest of the compared OMol25 structures with the same formula, charge and spin: 40.24 kcal/mol
DFT total energy: -753.50862 hartree

```
6
Properties=species:S:1:pos:R:3:forces:R:3
C -0.3816 -0.4823 0.4390 1.361 0.795 2.019
O 1.9618 1.2798 0.0035 0.409 0.127 0.557
P 0.6280 0.7282 -0.2269 -1.355 -1.334 1.643
I -2.2730 -0.8068 -0.3150 0.051 0.010 -0.176
H -0.2493 -0.8824 1.4609 -0.267 0.299 -0.506
H 0.3141 0.1636 -1.3615 -0.199 0.103 -3.537
```
Forces are in eV/Å.

---

[6]
Computed, not measured: a single CH2N2O molecule, with ωB97M-V/def2-TZVPD.

Output
Highest occupied orbital energy: -9.536 eV
SMILES string: O=C1NN1
Total charge: 0
Lowest unoccupied orbital energy: 0.69 eV
Energy above the lowest of the compared OMol25 structures with the same formula, charge and spin: 63.22 kcal/mol
DFT total energy: -223.96029 hartree

```
6
Properties=species:S:1:pos:R:3:forces:R:3
C 0.4919 -0.5284 0.2025 -0.473 1.318 -2.016
N -0.6424 -0.3084 -0.5611 -1.005 -1.543 -0.317
N -0.4285 0.3135 0.7731 -0.251 1.121 1.754
O 1.5544 -1.0309 0.1186 0.525 -0.251 0.899
H -0.6381 0.2079 -1.4318 0.650 0.545 0.206
H -0.3373 1.3464 0.8986 0.555 -1.189 -0.526
```
Forces are in eV/Å.

---

[7]
Computed, not measured: a 2-piece molecular cluster, CH2N2O overall, with ωB97M-V/def2-TZVPD.

Output
Highest occupied orbital energy (spin up / spin down): -8.394 / -8.409 eV
Total charge: 0
Lowest unoccupied orbital energy (spin up / spin down): 0.80 / 0.71 eV
Energy above the lowest of the compared OMol25 structures with the same formula, charge and spin: 116.00 kcal/mol
DFT total energy: -223.87620 hartree

```
6
Properties=species:S:1:pos:R:3:forces:R:3
C 1.0596 -0.0730 -0.0430 1.497 -2.175 0.150
N 0.3087 0.7553 -0.0701 -2.161 2.651 -0.014
N -2.8826 -0.5371 -0.0500 -0.866 -1.320 -0.240
O -2.5516 0.6768 -0.0258 1.648 0.510 0.770
H 1.6532 -0.9320 0.0213 0.725 -0.576 -0.038
H -1.6032 0.6617 0.3298 -0.843 0.910 -0.628
```
Forces are in eV/Å.

---

[8]
Computed, not measured: a single CH2N2O molecule, with ωB97M-V/def2-TZVPD.

Output
Highest occupied orbital energy (spin up / spin down): -9.138 / -9.139 eV
Total charge: 0
Lowest unoccupied orbital energy (spin up / spin down): -0.73 / -0.73 eV
Energy above the lowest of the compared OMol25 structures with the same formula, charge and spin: 92.45 kcal/mol
DFT total energy: -223.91372 hartree

```
6
Properties=species:S:1:pos:R:3:forces:R:3
C 0.6050 1.9703 0.6498 0.745 1.803 1.656
N 0.1272 0.5594 -0.0410 -0.047 -5.689 -4.503
N -0.1458 -0.7273 0.0378 -0.200 3.564 1.846
O -0.0480 2.9048 0.4589 0.039 0.061 0.049
H 0.8551 0.5719 -0.8607 -1.288 0.441 1.661
H -0.8822 -0.7759 0.7965 0.751 -0.179 -0.709
```
Forces are in eV/Å.

---

[9]
Computed, not measured: a 2-piece molecular cluster, CH2N2O overall, with ωB97M-V/def2-TZVPD.

Output
Highest occupied orbital energy (spin up / spin down): -9.482 / -9.427 eV
Total charge: 0
Lowest unoccupied orbital energy (spin up / spin down): -0.46 / -0.95 eV
Energy above the lowest of the compared OMol25 structures with the same formula, charge and spin: 111.77 kcal/mol
DFT total energy: -223.88294 hartree

```
6
Properties=species:S:1:pos:R:3:forces:R:3
C -0.9565 -0.2256 -0.0027 1.090 0.918 -0.044
N -0.4062 -1.3105 -0.0109 0.170 -1.550 0.000
N 2.0587 -0.0592 0.0041 -2.358 4.213 0.121
O 1.5121 1.0017 0.0325 3.006 -4.035 -0.111
H -1.9936 -0.0009 -0.0455 -1.105 0.012 0.000
H -0.2145 0.5946 0.0226 -0.801 0.442 0.033
```
Forces are in eV/Å.

---

[10]
Computed, not measured: a single CH2N2O2 molecule, with ωB97M-V/def2-TZVPD.

Output
Highest occupied orbital energy: -10.063 eV
SMILES string: O=CNN=O
Total charge: 0
Lowest unoccupied orbital energy: -0.34 eV
Energy above the lowest of the compared OMol25 structures with the same formula, charge and spin: 81.96 kcal/mol
DFT total energy: -299.20624 hartree

```
7
Properties=species:S:1:pos:R:3:forces:R:3
C -0.1069 1.1054 -0.0495 1.600 0.763 -0.378
N 2.2073 0.5206 -0.0667 2.194 1.044 0.324
N 0.9612 0.1785 0.0092 -1.693 -1.900 0.117
O -0.0449 2.3040 0.0429 -0.137 -1.496 0.026
O 3.0013 -0.3776 0.0655 -0.357 -0.149 -0.226
H -0.9113 0.4571 -0.2940 -1.985 0.067 -0.013
H 0.7413 -0.8662 -0.0014 0.377 1.669 0.151
```
Forces are in eV/Å.